DFT (wB97M-V/def2-TZVPD) results for a molecular structure, C21H40N6O6P2Pb.

* LUMO level (alpha / beta): -9.7 / -9.7 eV
* M: 741.74 g mol⁻¹
* charge: +2
* 2S+1: 1
* HOMO (alpha / beta): -14.32 / -14.32 eV
* energy: -67465.4975 eV
* relative energy (zero: lowest compared OMol25 entry of this formula, charge and spin): 41.0 kcal/mol
* gap between HOMO and LUMO (alpha / beta): 4.6 / 4.6 eV

Structure (XYZ):
```
76
C21H40N6O6P2Pb | OMol25 | wB97M-V/def2-TZVPD
C 2.07 -2.13 1.10
H 0.75 -3.39 -3.73
H 5.67 2.89 -1.73
O -2.34 -1.30 2.31
H -1.45 3.23 -0.74
H 3.26 3.23 -1.88
C 2.96 -4.10 -0.04
H -0.32 2.43 3.63
H 4.48 2.06 -3.81
C 0.94 0.78 3.10
H 3.54 -5.03 0.02
H 0.96 3.03 1.18
C 3.61 2.20 -1.82
C 1.25 -2.40 -3.69
H 1.83 1.48 3.01
N -0.73 1.86 1.57
C -4.72 -0.55 1.17
H 2.34 -4.32 -2.09
C -0.41 1.54 2.98
H 3.11 -1.50 3.99
P -3.61 -1.89 1.75
H 0.75 0.55 -3.90
H -1.18 0.83 3.36
O -3.03 1.34 -0.06
C 1.03 -1.72 -2.34
C 3.62 1.64 -3.26
N 1.55 -1.75 -0.05
C -0.46 1.67 -2.49
H 0.19 3.90 -1.03
H 5.41 1.22 -1.09
O -5.30 0.75 -1.19
N 1.09 -0.20 2.04
H -4.07 0.82 2.71
H -6.74 -1.24 1.44
N 0.49 -0.55 -2.11
N -6.04 -1.25 0.69
H -0.79 -0.18 -3.68
C 2.90 -3.31 1.11
O -3.26 -0.85 -1.19
H -5.85 -2.25 0.43
C 2.10 -1.80 3.64
P -4.08 0.36 -0.40
H 0.93 0.32 4.09
H -4.01 -2.33 3.70
O -4.54 -2.51 2.92
H -3.46 -1.69 -0.77
H 2.54 2.18 0.03
H -1.54 1.70 -2.46
C 2.31 -3.68 -1.21
H 0.80 -1.76 -4.44
H -5.63 1.27 1.77
C 1.64 -2.44 -1.20
Pb -0.74 -0.15 0.14
N 0.05 1.82 -1.14
H 2.53 0.55 -0.72
H 3.53 -3.60 1.94
H -0.12 2.47 -3.17
H -6.36 -0.70 -0.13
O -3.66 -2.86 0.58
C -5.03 0.50 2.22
C 1.75 -1.30 2.25
H -0.55 4.00 1.33
H 1.28 1.77 -1.20
H 2.02 -2.88 3.60
H 3.69 0.52 -3.31
H 4.96 2.63 -0.14
C -0.11 3.07 0.94
H 2.71 1.85 -3.81
C 5.00 2.23 -1.16
H -1.75 1.94 1.45
C 0.01 0.33 -3.14
C -0.37 3.05 -0.55
H -5.55 0.03 3.04
H 1.35 -1.47 4.35
H 2.32 -2.56 -3.87
C 2.51 1.61 -0.90
```

DFT (wB97M-V/def2-TZVPD) results for a molecular structure, C21H40NO2P2PdSi.

* LUMO level (alpha / beta): -2.1 / -5.4 eV
* M: 535.01 g mol⁻¹
* charge: +1
* <S²>: 6.02
* 2S+1: 5
* HOMO (alpha / beta): -8.68 / -11.27 eV
* energy: -57933.8134 eV
* gap between HOMO and LUMO (alpha / beta): 6.6 / 5.8 eV

Structure (XYZ):
```
68
C21H40NO2P2PdSi | OMol25 | wB97M-V/def2-TZVPD
H 0.94 -4.61 1.66
O -1.83 -0.38 -3.65
H 2.73 -1.93 -0.69
H 0.59 -1.73 -3.46
C 3.55 0.20 1.34
C -0.82 -2.47 3.61
Pd 0.00 0.47 0.62
C 2.57 1.87 -0.81
H 0.24 -1.14 -2.13
C -0.80 -1.34 2.79
C 1.01 4.12 4.04
H -2.57 2.64 3.31
C -0.21 1.44 4.90
H -1.87 3.37 -3.40
C 2.80 -0.94 -1.13
H -2.07 0.32 -2.52
C -0.17 -3.63 3.20
H 1.07 4.87 3.21
O 0.41 -0.92 -3.02
H 3.40 1.73 -1.53
H 0.35 4.52 -3.99
C -2.69 -1.40 -0.69
H -1.32 -2.44 4.58
C 0.45 -3.70 1.97
H -1.15 0.87 4.87
P 2.26 0.29 0.08
H -1.95 4.32 3.48
H -3.03 1.85 -1.80
H -0.01 -0.71 -0.94
H 3.30 -0.61 2.04
N 0.11 1.92 -1.19
H -4.39 0.85 0.45
H 3.64 1.13 1.91
C -0.10 -1.42 1.60
H -3.17 1.84 1.30
P -2.14 0.28 -0.20
H 2.41 3.68 -2.82
H 0.58 4.61 4.93
C 0.28 3.74 -3.22
C -3.40 0.84 0.92
H 1.24 2.64 1.42
H 3.84 -0.72 -1.39
H -2.36 -2.13 0.07
H 2.02 3.72 4.28
H -0.20 -4.52 3.83
H 0.89 -2.59 0.13
H -1.30 -0.42 3.07
H 2.22 -0.92 -2.04
C 1.32 2.37 -1.54
H -1.82 3.51 1.89
C 1.43 3.32 -2.55
C 0.47 -2.57 1.11
C 0.80 1.84 2.05
C -2.18 1.23 -1.72
H -0.15 1.98 5.86
H -3.80 -1.43 -0.76
Si -0.10 2.68 3.51
H 0.64 0.75 4.85
C -0.99 2.11 -1.92
H -2.34 0.20 -4.32
H -2.27 -1.70 -1.67
C -0.95 3.12 -2.90
H 2.85 2.64 -0.06
H 4.53 -0.02 0.89
C -1.79 3.34 3.00
H -0.73 -0.48 -3.63
H 1.66 1.30 2.50
H -3.43 0.16 1.78
```

What max |F| values result from the calculations? In sequence: 0.074 0.074 hartree/bohr.